Record 1
Density functional theory data (the ωB97M-V functional and the def2-TZVPD basis) for a molecular structure, C33H28N9O5S4Sc at a distorted geometry.

ORCA input file:
```
! RIJCOSX wB97M-V def2-TZVPD def2/J DEFGRID3
* xyz 0 1
Sc 0.0223 0.0992 0.0538
S 2.8091 2.5574 -3.0270
C 1.7595 1.8711 -1.9260
S 0.2214 1.3410 -2.4362
S 2.1595 1.6578 -0.2768
O -6.0611 5.3997 -1.2601
C -5.4179 4.8651 -0.2072
O -5.6139 5.2718 0.9048
C -4.4920 3.7409 -0.5125
C -3.3191 3.5948 0.2291
C -2.4944 2.5115 0.0252
C -2.8475 1.5060 -0.8885
C -3.9925 1.6965 -1.6764
C -4.7918 2.8032 -1.4979
N -2.0304 0.3823 -0.9467
C -2.4260 -0.6848 -1.5911
C -1.5552 -1.7972 -1.8002
C -1.9454 -2.8299 -2.6696
C -1.0557 -3.8288 -2.9873
C 0.2137 -3.7792 -2.4180
C 0.5186 -2.7490 -1.5432
N -0.3279 -1.7727 -1.2186
H -5.7595 5.0384 -2.1043
H -3.0634 4.3540 0.9511
H -1.5584 2.4199 0.5768
H -4.2614 0.9910 -2.4457
H -5.6730 2.9030 -2.1177
H -3.3958 -0.7426 -2.0845
H -2.9350 -2.8077 -3.0978
H -1.3271 -4.6173 -3.6731
H 0.9590 -4.5199 -2.6564
H 1.5078 -2.7004 -1.1053
O -2.0265 -0.8004 1.4761
C -1.9152 -0.2265 2.7909
C -0.4278 0.2716 2.8210
O 0.3074 0.0058 3.7481
O -0.1315 0.9259 1.7687
C -2.8497 0.9641 2.9361
C -4.1951 0.8426 2.6027
C -5.0451 1.9301 2.7012
C -4.5678 3.1537 3.1384
C -3.2355 3.2740 3.4930
C -2.3840 2.1869 3.3997
C -2.1898 -1.2373 3.8720
C -2.5252 -2.5505 3.5714
C -2.7774 -3.4556 4.5879
C -2.6808 -3.0606 5.9103
C -2.3392 -1.7527 6.2131
C -2.0978 -0.8430 5.2011
H -2.9744 -0.8661 1.2936
H -4.5983 -0.1089 2.2753
H -6.0860 1.8209 2.4346
H -5.2223 4.0094 3.1781
H -2.8502 4.2215 3.8358
H -1.3461 2.2877 3.6763
H -2.5928 -2.8659 2.5390
H -3.0573 -4.4695 4.3416
H -2.8920 -3.7608 6.7041
H -2.2597 -1.4380 7.2423
H -1.8365 0.1761 5.4368
S 3.4844 -1.2237 -1.5556
C 4.8664 -0.4034 -1.1815
N 5.0873 0.8488 -1.7166
C 6.2527 1.4766 -1.5575
C 7.2586 0.8845 -0.8409
C 6.9404 -0.3418 -0.2215
N 5.8002 -0.9449 -0.3778
H 4.3142 1.3307 -2.2111
H 6.3444 2.4519 -2.0136
H 8.2229 1.3473 -0.7290
H 7.6467 -0.8305 0.4377
N 0.7622 -3.2757 3.6263
N 1.3353 -2.5014 2.6974
N 2.5771 -2.1225 2.7647
C 2.6875 -1.3136 1.7228
N 1.5381 -1.2360 1.0518
N 0.6820 -2.0118 1.6865
H 1.4085 -3.8748 4.1164
H -0.1319 -3.6532 3.3495
H 3.5960 -0.8206 1.4392
*
```

The calculation puts the relative energy (zero: lowest compared OMol25 entry of this formula, charge and spin) at 160.7 kJ/mol. As for the largest force on an atom: 3.08 eV/A. The calculation puts the HOMO energy at -6.777 eV. For the LUMO energy, the calculation gives -1.78 eV.

---

Record 2
Density functional theory data (the ωB97M-V functional and the def2-TZVPD basis) for C4H5I in the gas phase at a distorted geometry.

ORCA input file:
```
! RIJCOSX wB97M-V def2-TZVPD def2/J DEFGRID3
* xyz 0 1
C 0.3931 -0.3044 -0.1462
C -0.6754 -1.2878 0.1726
C -0.8075 -1.1114 -1.1117
C 0.6045 1.2513 0.4395
I -1.2048 2.0562 1.3071
H 1.4132 -0.4756 -0.3098
H -1.1248 -1.6857 1.0443
H -0.8925 -1.1806 -2.1533
H 0.8910 1.7097 -0.4002
H 1.4033 1.0283 1.1577
*
```

The calculation puts the relative energy (zero: lowest compared OMol25 entry of this formula, charge and spin) at 266.5 kJ/mol. As for the largest force on an atom: 5.93 eV/A. The SMILES is ICC1C=C1. The calculation puts the HOMO energy at -9.080 eV. For the LUMO energy, the calculation gives 0.59 eV.

---

Record 3
Density functional theory data (the ωB97M-V functional and the def2-TZVPD basis) for C5H10O2 in the gas phase.

ORCA input file:
```
! RIJCOSX wB97M-V def2-TZVPD def2/J DEFGRID3
* xyz 0 1
C 1.7665 1.2785 -0.5807
O 1.0953 0.5288 0.4094
C 0.4803 -0.6277 -0.0924
C 0.0989 -1.6377 0.9890
O -1.2930 -1.5370 0.6705
C -1.0528 -0.5455 -0.3495
C -1.7317 0.7718 -0.0236
H 2.7420 0.8290 -0.8207
H 1.1887 1.3601 -1.5142
H 1.9309 2.2840 -0.1853
H 1.0485 -1.0570 -0.9307
H 0.3224 -1.3027 2.0089
H 0.4860 -2.6533 0.8384
H -1.3723 -0.9298 -1.3308
H -1.7889 1.4207 -0.9085
H -2.7508 0.5664 0.3282
H -1.1827 1.2972 0.7690
*
```

The calculation puts the relative energy (zero: lowest compared OMol25 entry of this formula, charge and spin) at 245.0 kJ/mol. As for the largest force on an atom: 0.37 eV/A. The SMILES is CO[C@H]1CO[C@H]1C. The calculation puts the HOMO energy at -9.664 eV. For the LUMO energy, the calculation gives 1.02 eV.

---

Record 4
Density functional theory data (the ωB97M-V functional and the def2-TZVPD basis) for C4H4N4 in the gas phase at a distorted geometry.

ORCA input file:
```
! RIJCOSX wB97M-V def2-TZVPD def2/J DEFGRID3
* xyz 0 1
C -0.0974 0.8226 -0.8411
C -0.2061 -0.4241 1.2897
C -0.5219 -1.9023 0.8698
C 1.2627 0.7213 -0.7939
H 0.1906 1.6252 -2.5501
H -1.6364 0.2430 -0.1245
H 0.9792 -0.4610 1.3326
H -0.4437 -0.2123 2.3597
N -0.5397 1.3375 -1.9174
N -0.8004 0.5170 0.3258
N -0.5810 -3.0909 0.8734
N 2.3941 0.8241 -0.8240
*
```

The calculation puts the relative energy (zero: lowest compared OMol25 entry of this formula, charge and spin) at 211.4 kJ/mol. As for the largest force on an atom: 4.57 eV/A. The SMILES is [H]/N=C(\C#N)NCC#N. The calculation puts the HOMO energy at -10.837 eV. For the LUMO energy, the calculation gives -0.03 eV.